Molecular formula: C3H7NO
Method: DFT, ωB97M-V with the def2-TZVPD basis set

Computed properties:
Orbital gap   10.653 eV
Relative energy (zero: lowest compared OMol25 entry of this formula, charge and spin)   14.5 kJ/mol

Positions of all 12 atoms, in Å:
C  1.063  -0.510  -1.178
C  0.587  -0.228  0.246
C  -0.904  0.005  0.350
N  -1.353  1.089  1.043
O  -1.655  -0.860  -0.068
H  2.095  -0.877  -1.180
H  0.420  -1.276  -1.616
H  1.025  0.381  -1.814
H  1.217  0.538  0.727
H  0.583  -1.168  0.804
H  -0.743  1.799  1.406
H  -2.335  1.106  1.279

Atoms 1-6, force components in eV/Å:
-0.06 -0.06 -0.08
0.00 0.05 -0.05
-0.16 -0.18 0.04
-0.12 -0.13 -0.14
-0.16 0.47 -0.01
-0.20 0.06 0.04

---

Molecular formula: C25H38CoF3N6O2PS2
Method: DFT, ωB97M-V with the def2-TZVPD basis set

Computed properties:
Orbital gap (alpha / beta)   7.436 / 7.568 eV
Relative energy (zero: lowest compared OMol25 entry of this formula, charge and spin)   46.5 kJ/mol
Spin multiplicity   2

Positions of all 78 atoms, in Å:
Co  0.389  -0.267  -0.469
C  -2.042  1.644  2.962
N  -0.651  1.295  3.216
C  0.194  2.177  4.026
C  1.511  2.242  3.246
N  1.398  1.087  2.375
C  2.439  0.775  1.426
C  0.107  0.705  2.248
N  -0.299  -0.151  1.348
C  -1.523  -0.921  1.535
C  -1.278  -2.252  0.834
N  -0.828  -1.919  -0.518
C  -1.134  -2.706  -1.516
N  -1.321  -2.282  -2.781
C  -1.472  -0.905  -3.193
C  -1.431  -3.393  -3.709
C  -1.704  -4.578  -2.777
N  -1.330  -4.057  -1.465
C  -0.778  -4.920  -0.446
H  -2.217  2.659  3.317
H  -2.735  0.973  3.473
H  -2.238  1.630  1.891
H  0.334  1.761  5.026
H  -0.271  3.157  4.119
H  2.382  2.145  3.894
H  1.596  3.157  2.654
H  2.420  1.452  0.565
H  2.337  -0.259  1.090
H  3.406  0.866  1.923
H  -2.377  -0.427  1.063
H  -1.736  -1.079  2.596
H  -2.196  -2.849  0.821
H  -0.522  -2.805  1.403
H  -1.781  -0.308  -2.338
H  -2.246  -0.854  -3.962
H  -0.546  -0.482  -3.585
H  -0.506  -3.522  -4.278
H  -2.248  -3.222  -4.410
H  -1.090  -5.443  -3.029
H  -2.755  -4.879  -2.792
H  -0.326  -5.792  -0.922
H  -1.533  -5.268  0.263
H  0.001  -4.396  0.102
C  -1.103  4.344  -3.265
C  0.040  3.386  -3.014
O  -0.427  2.159  -2.438
P  -0.379  1.780  -0.859
S  3.092  1.789  -2.408
S  0.121  3.363  0.218
O  -1.972  1.436  -0.618
C  -2.976  2.430  -0.841
C  -4.316  1.833  -0.474
H  -0.732  5.227  -3.790
H  -1.544  4.670  -2.323
H  -1.876  3.880  -3.880
H  0.781  3.837  -2.354
H  0.535  3.105  -3.944
H  -2.960  2.730  -1.891
H  -2.749  3.311  -0.235
H  -4.515  0.941  -1.070
H  -5.113  2.555  -0.656
H  -4.344  1.553  0.581
F  3.076  -6.543  -4.029
C  2.249  -5.695  -4.668
F  2.665  -5.612  -5.940
F  1.038  -6.312  -4.698
C  2.164  -4.363  -3.995
C  2.031  -4.315  -2.613
C  1.862  -3.099  -1.976
C  1.814  -1.903  -2.700
C  1.982  -1.972  -4.088
C  2.154  -3.187  -4.731
C  1.583  -0.617  -2.034
C  2.260  0.458  -2.243
H  2.071  -5.231  -2.036
H  1.768  -3.062  -0.898
H  1.965  -1.054  -4.661
H  2.274  -3.220  -5.806

Atoms 1-6, force components in eV/Å:
-0.13 -0.19 -0.09
0.00 0.00 -0.02
0.02 0.00 0.03
-0.01 -0.01 0.02
0.00 0.01 0.00
-0.02 -0.02 -0.01

---

Molecular formula: C7H18MgO6S3
Method: DFT, ωB97M-V with the def2-TZVPD basis set

Computed properties:
Orbital gap   4.001 eV
Relative energy (zero: lowest compared OMol25 entry of this formula, charge and spin)   1246.5 kJ/mol

Positions of all 35 atoms, in Å:
Mg  25.380  -39.609  35.492
C  28.381  -38.723  36.722
O  27.768  -37.849  36.105
O  27.544  -39.165  37.539
O  28.323  -39.571  35.905
C  21.998  -34.775  34.606
S  21.478  -35.779  36.073
O  22.487  -36.943  36.154
C  22.014  -34.768  37.474
H  21.513  -33.800  34.624
H  21.647  -35.180  33.657
H  23.087  -34.733  34.559
H  21.815  -33.708  37.314
H  23.062  -35.007  37.657
H  21.633  -35.088  38.444
C  22.477  -42.500  39.283
S  23.188  -43.604  38.014
O  23.802  -42.606  36.998
C  24.605  -44.172  38.984
H  21.613  -42.053  38.792
H  23.167  -41.780  39.724
H  22.013  -43.221  39.956
H  25.297  -43.331  39.011
H  25.060  -45.008  38.452
H  24.355  -44.307  40.036
C  25.408  -37.256  29.538
S  24.725  -38.968  29.638
O  24.184  -39.145  31.054
C  23.280  -38.608  28.545
H  24.569  -36.561  29.546
H  25.910  -37.210  28.572
H  26.097  -37.119  30.372
H  22.748  -37.744  28.944
H  22.733  -39.550  28.521
H  23.704  -38.405  27.562

Atoms 1-6, force components in eV/Å:
0.68 0.23 0.42
-5.35 1.74 2.71
0.31 8.78 -3.03
-0.65 -1.61 8.26
4.90 -9.16 -8.32
-0.12 0.24 0.38

---

Molecular formula: C4H5NdO2
Method: DFT, ωB97M-V with the def2-TZVPD basis set

Computed properties:
Orbital gap (alpha / beta)   3.733 / 2.050 eV
Relative energy (zero: lowest compared OMol25 entry of this formula, charge and spin)   540.4 kJ/mol
Total charge   +3
Spin multiplicity   5

Positions of all 12 atoms, in Å:
O  2.373  1.466  0.121
C  1.396  1.298  -0.652
Nd  5.046  2.224  0.153
H  1.040  2.100  -1.333
O  -2.173  -1.952  0.478
C  -1.496  -0.735  0.658
C  -0.323  -0.724  -0.294
C  0.469  0.287  -0.464
H  -2.998  -1.792  0.010
H  -1.085  -0.644  1.677
H  -2.147  0.132  0.470
H  -0.102  -1.660  -0.825

Atoms 1-6, force components in eV/Å:
3.39 0.51 0.17
-2.03 1.30 -0.42
-2.18 -0.62 0.04
0.70 -0.33 0.04
0.82 0.65 0.47
-1.39 -0.13 -0.14

---

Molecular formula: C24H20HgP
Method: DFT, ωB97M-V with the def2-TZVPD basis set

Computed properties:
Orbital gap (alpha / beta)   7.832 / 7.263 eV
Spin multiplicity   2

Positions of all 46 atoms, in Å:
Hg  -0.879  -2.470  0.492
C  0.757  -4.685  2.836
C  0.828  -5.431  1.667
C  1.710  -5.062  0.660
C  2.514  -3.940  0.818
C  2.440  -3.192  1.986
C  1.566  -3.567  2.998
H  0.071  -4.973  3.623
H  0.190  -6.297  1.537
H  1.771  -5.648  -0.248
H  3.198  -3.649  0.030
H  3.064  -2.315  2.111
H  1.514  -2.988  3.911
C  2.741  1.972  1.760
C  1.671  2.781  1.386
C  0.691  2.287  0.540
C  0.766  0.981  0.055
C  1.837  0.180  0.437
C  2.823  0.673  1.287
P  -0.495  0.263  -1.073
C  -0.485  1.467  -2.453
C  0.657  2.187  -2.798
C  0.677  2.972  -3.945
C  -0.442  3.049  -4.760
C  -1.583  2.329  -4.430
C  -1.600  1.538  -3.292
C  -2.015  0.613  -0.119
C  -2.765  1.792  -0.183
C  -3.836  1.983  0.681
C  -4.168  1.011  1.619
C  -3.438  -0.174  1.688
C  -2.394  -0.342  0.807
H  3.509  2.360  2.419
H  1.603  3.795  1.760
H  -0.141  2.920  0.254
H  1.894  -0.839  0.070
H  3.655  0.043  1.577
H  1.534  2.143  -2.165
H  1.570  3.530  -4.199
H  -0.423  3.663  -5.653
H  -2.460  2.383  -5.064
H  -2.490  0.969  -3.046
H  -2.515  2.555  -0.912
H  -4.412  2.899  0.631
H  -4.999  1.173  2.295
H  -3.708  -0.940  2.407

Atoms 1-6, force components in eV/Å:
-0.45 0.38 0.20
0.02 -0.01 0.01
0.02 -0.01 0.01
0.00 0.01 0.00
-0.01 -0.01 0.02
-0.01 -0.02 0.00

---

Molecular formula: C5H10N2O
Method: DFT, ωB97M-V with the def2-TZVPD basis set

Computed properties:
Orbital gap (alpha / beta)   6.805 / 6.803 eV
Relative energy (zero: lowest compared OMol25 entry of this formula, charge and spin)   367.7 kJ/mol

Positions of all 18 atoms, in Å:
C  0.661  -0.487  -1.496
C  1.393  0.671  0.498
C  -1.382  -1.261  0.159
N  1.572  -0.102  -0.552
C  -1.415  0.067  -0.542
N  2.332  0.789  1.528
C  -2.272  1.034  -0.231
O  -0.511  0.281  -1.546
H  2.466  -0.570  -0.624
H  1.067  -0.643  -2.486
H  0.470  1.212  0.612
H  3.092  0.124  1.463
H  1.925  0.800  2.454
H  -1.170  -2.050  -0.560
H  -0.602  -1.277  0.918
H  -2.337  -1.453  0.640
H  -3.031  0.888  0.515
H  -2.258  1.975  -0.750

Atoms 1-6, force components in eV/Å:
-0.48 -0.47 -0.94
0.02 -0.18 -0.18
0.00 0.06 -0.34
-0.13 0.80 1.04
-0.39 -0.19 0.39
0.28 0.01 -0.17

---

Molecular formula: C4H7O3P
Method: DFT, ωB97M-V with the def2-TZVPD basis set

Computed properties:
Orbital gap   4.714 eV
Relative energy (zero: lowest compared OMol25 entry of this formula, charge and spin)   416.4 kJ/mol
Total charge   -2

Positions of all 15 atoms, in Å:
C  -1.009  1.014  0.460
C  -2.391  0.842  0.398
C  0.548  -0.338  -0.182
C  0.682  -1.571  0.673
O  1.791  1.910  -1.430
O  3.107  -0.166  -1.250
O  0.509  -0.485  -1.718
P  1.811  0.475  -1.083
H  -0.576  1.872  -0.044
H  -0.725  0.759  1.498
H  -2.898  -0.068  0.748
H  -2.799  0.992  -0.570
H  -0.373  -1.659  0.966
H  1.203  -1.314  1.548
H  1.122  -2.260  -0.015

Atoms 1-6, force components in eV/Å:
1.83 -1.54 1.64
-1.42 -0.72 -0.79
-0.84 2.93 -0.30
-1.99 1.81 -1.72
-0.70 1.40 -0.03
2.82 -1.84 -0.06

---

Molecular formula: C4HO4
Method: DFT, ωB97M-V with the def2-TZVPD basis set

Computed properties:
Orbital gap   7.302 eV
Relative energy (zero: lowest compared OMol25 entry of this formula, charge and spin)   0.0 kJ/mol
Total charge   -1

Positions of all 9 atoms, in Å:
C  0.474  -1.299  0.135
C  -1.854  -0.165  -0.074
C  -0.566  -0.634  0.025
C  1.706  1.200  -0.035
O  1.616  1.464  1.079
O  1.567  -1.799  0.257
O  -2.902  -0.804  -0.230
O  1.892  1.078  -1.161
H  -1.933  0.958  0.004

Atoms 1-6, force components in eV/Å:
0.83 -0.17 0.15
-0.94 0.60 -0.03
0.21 -0.22 -0.04
0.06 0.28 -0.02
-0.15 0.16 1.41
-0.18 -0.14 -0.04